DFT (ωB97M-V/def2-TZVPD) results for an isolated molecule of C12H12P2 at a distorted geometry.

Geometry (Å):
C  -2.055  2.267  0.332
C  -2.694  1.164  0.734
C  -1.251  2.252  -0.847
C  -2.448  -0.155  0.164
C  -0.846  1.127  -1.366
C  -1.149  -0.141  -0.670
C  1.474  -2.426  0.267
C  0.392  -2.202  -0.638
C  2.105  -1.457  0.925
C  -0.331  -1.141  -0.686
C  1.987  0.036  0.822
C  3.319  0.535  0.395
P  3.923  2.180  0.339
P  4.673  0.205  -0.481
H  -2.166  3.224  0.905
H  -3.282  1.283  1.651
H  -0.878  3.254  -1.276
H  -3.388  -0.352  -0.603
H  -0.146  1.038  -2.248
H  1.914  -3.399  0.378
H  0.141  -3.017  -1.467
H  2.675  -1.700  1.819
H  1.259  0.205  -0.069
H  1.689  0.458  1.704
H  2.787  2.681  -0.653
H  -2.279  -0.941  0.928

Atomic forces in eV per Å
-1.0 1.0 1.2
0.3 1.5 2.0
1.0 3.5 -0.8
-0.8 -1.3 -2.5
1.8 -2.2 -1.8
-1.3 0.9 0.0
1.3 0.4 0.5
-0.4 -2.8 -3.0
-0.4 0.2 1.8
-0.9 0.3 0.0
0.1 -2.2 -4.4
-0.6 -0.4 0.2
-0.8 1.4 -1.2
-0.3 0.4 0.0
-0.1 -1.0 -0.7
-0.1 -0.4 -0.4
-0.8 -1.7 0.6
2.1 -0.2 1.9
-0.9 0.4 1.1
-0.5 -0.6 0.2
0.6 1.6 1.9
0.7 -0.6 -0.5
1.2 0.5 1.8
-1.1 1.3 2.1
1.6 -0.5 0.9
-0.9 0.4 -0.5

Results
Multiplicity: 1
Charge: 0
SMILES: C(=C/C=C\CC1=P#[PH]1)=C1C=CC=CC1
Electronic energy, hartree: -1146.94310
Lowest unoccupied orbital energy, eV: 0.09
Gap between HOMO and LUMO, Ha: 0.305
Highest occupied orbital energy, eV: -8.2152

Löwdin atomic charges, in units of e: -0.118, -0.131, -0.128, -0.131, -0.080, -0.237, -0.119, -0.104, -0.136, -0.032, -0.249, -1.105, 0.565, 0.718, 0.119, 0.108, 0.136, 0.180, 0.137, 0.098, 0.157, 0.109, 0.123, 0.085, -0.092, 0.126

DFT (ωB97M-V/def2-TZVPD) results for an isolated molecule of C12H12S2 at a distorted geometry.

Geometry (Å):
C  3.778  -3.214  2.141
C  2.450  -2.367  2.024
C  0.548  -1.577  0.145
C  0.370  -0.457  -0.453
C  -0.935  0.381  -0.400
C  -1.628  -0.329  0.691
C  -1.185  1.694  -0.958
C  -0.316  2.662  -0.998
C  -0.450  3.973  -1.371
C  -1.738  4.399  -1.890
C  -2.755  3.513  -1.692
C  -2.534  2.173  -1.297
H  3.465  -4.254  1.720
H  4.716  -2.871  1.578
H  3.572  -3.196  3.420
H  2.644  -1.267  2.393
H  1.825  -2.818  2.780
H  1.252  -0.098  -0.919
H  -2.793  -0.128  0.798
H  0.715  2.666  -0.568
H  0.449  4.606  -1.516
H  -1.923  5.348  -2.654
H  -3.768  4.044  -1.763
H  -3.256  1.459  -1.228
S  2.038  -2.344  0.184
S  -0.822  -1.944  1.084

Atomic forces in eV per Å
-2.5 -0.7 2.0
2.4 2.2 -1.0
-1.8 -1.4 2.0
-1.6 6.2 -3.3
1.8 -5.5 4.5
-1.0 0.6 -3.6
-5.7 -0.8 -0.5
6.4 3.5 1.7
-2.5 2.1 -3.2
3.0 1.7 -1.3
-2.5 -0.4 0.4
3.3 1.4 0.2
0.9 1.6 1.1
-1.4 -0.2 1.5
2.5 -0.7 -3.5
-0.4 -2.0 -0.9
-1.1 -0.2 -0.7
0.5 0.8 -0.9
2.7 -0.7 0.5
-0.6 -1.5 -0.3
-0.8 -0.4 0.4
0.6 -2.2 2.8
1.1 -1.8 -0.3
-2.4 -1.5 0.2
1.5 -1.7 1.7
-2.3 1.5 0.5

Results
Multiplicity: 1
Charge: 0
SMILES: CCSc1cc(-c2ccccc2)cs1
Electronic energy, hartree: -1260.64629
Lowest unoccupied orbital energy, eV: 0.24
Gap between HOMO and LUMO, Ha: 0.315
Highest occupied orbital energy, eV: -8.3437

Löwdin atomic charges, in units of e: -0.205, -0.544, -1.057, -0.214, -0.161, -0.267, -0.216, -0.125, -0.076, -0.104, -0.128, 0.020, 0.073, 0.078, 0.145, 0.111, 0.047, 0.086, 0.106, 0.135, 0.109, 0.160, 0.126, 0.068, 0.895, 0.940

DFT (ωB97M-V/def2-TZVPD) results for a structure of composition C12H13AgAsNO6SSe.

Geometry (Å):
Ag  -0.931  -0.227  0.438
O  1.382  2.624  2.416
As  2.199  1.619  1.192
O  3.807  1.612  1.555
O  1.360  0.197  1.011
C  2.051  2.818  -0.377
C  3.281  3.348  -0.766
C  3.380  4.250  -1.817
C  2.239  4.649  -2.498
C  1.005  4.136  -2.129
C  0.910  3.224  -1.082
S  -0.711  2.543  -0.772
O  -0.710  1.283  -1.510
O  -1.681  3.509  -1.265
O  -0.786  2.354  0.682
H  0.454  2.654  2.142
H  4.152  3.030  -0.206
H  4.349  4.646  -2.100
H  2.308  5.359  -3.315
H  0.096  4.433  -2.635
N  -3.563  0.921  0.814
H  -3.254  1.789  0.390
H  -3.813  1.111  1.776
H  -4.377  0.578  0.321
Se  -2.528  -2.274  0.577
C  -1.665  -3.978  0.612
C  -1.432  -4.708  -0.560
C  -0.850  -5.970  -0.528
C  -0.477  -6.547  0.679
C  -0.691  -5.833  1.853
C  -1.273  -4.573  1.818
H  -1.713  -4.263  -1.507
H  -0.681  -6.505  -1.457
H  -0.016  -7.528  0.705
H  -0.394  -6.260  2.806
H  -1.427  -4.020  2.736

Atomic forces in eV per Å
0.2 -0.6 0.3
0.2 -0.1 0.1
-0.2 -0.1 0.1
-0.3 -0.1 0.0
0.1 0.3 -0.1
-0.1 0.0 -0.1
0.0 0.0 -0.1
0.0 0.0 0.0
0.0 0.0 0.0
0.1 -0.1 0.1
0.2 0.0 0.0
0.0 0.2 0.0
-0.1 0.1 0.0
0.1 0.1 0.0
-0.1 0.1 -0.1
-0.1 0.0 -0.1
0.0 0.0 0.0
0.0 0.0 0.0
0.0 0.0 0.0
0.0 0.0 0.0
0.0 0.2 0.0
0.0 0.0 0.0
0.0 0.0 0.0
0.0 0.0 0.0
-0.1 0.0 0.0
0.2 -0.1 0.0
0.0 0.0 0.0
0.0 0.1 0.0
0.0 0.0 0.0
0.0 0.0 0.0
0.0 0.0 0.0
0.0 0.0 0.0
0.0 0.0 0.0
0.0 0.0 0.0
0.0 0.0 0.0
0.0 0.0 0.0

Results
Multiplicity: 1
Charge: -2
Electronic energy, hartree: -6153.75195
Lowest unoccupied orbital energy, eV: 4.90
Gap between HOMO and LUMO, Ha: 0.242
Highest occupied orbital energy, eV: -1.6699

Löwdin atomic charges, in units of e: 0.489, -0.292, 0.824, -0.535, -0.572, -0.208, -0.107, -0.109, -0.112, -0.082, -0.257, 0.412, -0.384, -0.358, -0.419, -0.017, 0.080, 0.086, 0.087, 0.099, 0.001, -0.012, 0.008, 0.001, 0.428, -0.727, -0.163, -0.131, -0.147, -0.130, -0.161, 0.080, 0.084, 0.077, 0.084, 0.081

DFT (ωB97M-V/def2-TZVPD) results for a structure of composition C12H13BrO2Pd at a distorted geometry.

Geometry (Å):
C  -0.220  0.000  -2.121
C  -1.132  0.859  -2.746
C  -0.546  2.143  -2.823
H  -2.116  0.561  -3.101
C  0.743  2.078  -2.209
C  0.932  0.735  -1.774
H  1.794  0.347  -1.241
H  -0.405  -1.044  -1.882
H  -1.020  3.021  -3.263
H  1.468  2.886  -2.061
Pd  -0.703  1.521  -0.960
Br  -2.729  -0.434  0.183
C  0.162  -2.521  1.854
C  1.414  -2.483  1.159
C  1.204  -3.030  -0.151
H  2.368  -2.170  1.576
C  -0.179  -3.402  -0.261
C  -0.822  -3.086  0.981
H  -1.882  -3.168  1.192
H  -0.003  -2.237  2.886
H  1.958  -3.112  -0.926
H  -0.669  -3.828  -1.132
C  0.010  2.672  2.947
C  0.131  1.862  1.692
O  -0.730  2.260  0.729
O  0.948  0.951  1.632
H  0.857  3.369  3.034
H  0.081  2.002  3.808
H  -0.916  3.245  2.980

Atomic forces in eV per Å
0.7 -3.2 -1.7
-1.2 -1.3 -3.6
0.3 1.4 -2.9
0.3 0.2 0.1
2.7 0.9 -1.9
3.0 -0.8 -1.2
-0.2 0.2 -0.1
0.0 0.4 -0.1
0.2 -0.3 0.2
-0.5 -0.4 -0.2
-5.4 1.0 6.4
0.2 -0.5 0.2
0.7 -0.1 -0.5
-1.1 -0.4 0.2
-1.3 0.0 0.3
-0.4 0.1 -0.2
0.8 0.5 0.4
0.5 0.5 -0.5
0.2 -0.1 0.0
0.0 0.1 -0.2
-0.2 -0.1 0.1
0.2 0.1 0.2
0.1 0.3 0.6
-1.1 0.7 -0.7
2.0 0.7 5.7
-0.4 0.2 -0.7
-0.2 -0.2 -0.2
-0.1 0.1 -0.1
0.1 -0.1 0.0

Results
Multiplicity: 5
Charge: 0
Electronic energy, hartree: -3317.15513
Lowest unoccupied orbital energy (spin up / spin down), eV: 0.61 / -4.04
Gap between HOMO and LUMO (spin up / spin down), Ha: 0.257 / 0.135
Highest occupied orbital energy (spin up / spin down), eV: -6.3941 / -7.7082

Löwdin atomic charges, in units of e: -0.289, -0.288, -0.227, 0.113, -0.210, -0.221, 0.112, 0.080, 0.115, 0.119, 1.097, -0.061, -0.009, -0.002, -0.016, 0.120, -0.034, -0.081, 0.078, 0.118, 0.113, 0.113, -0.020, -0.652, -0.301, -0.006, 0.086, 0.079, 0.075

DFT (ωB97M-V/def2-TZVPD) results for an isolated molecule of C12H13BrS at a distorted geometry.

Geometry (Å):
C  3.494  -1.351  -0.520
C  2.623  0.507  0.798
C  2.149  -1.400  -0.282
C  1.671  -0.337  0.447
C  -2.616  1.440  -1.289
C  -1.797  1.382  -0.269
C  -0.070  -2.322  -0.510
C  -0.607  -1.414  0.584
C  1.179  -2.389  -0.970
C  0.173  -0.131  0.685
C  -0.374  0.868  -0.335
C  -2.259  1.845  1.167
S  4.174  0.121  0.203
Br  0.544  2.677  -0.375
H  4.159  -2.012  -1.112
H  2.553  1.466  1.310
H  -3.493  1.959  -1.166
H  -2.359  1.360  -2.391
H  -0.740  -2.893  -0.972
H  -0.224  0.530  -1.334
H  -1.778  -1.217  0.407
H  -0.597  -1.951  1.477
H  1.517  -2.958  -1.783
H  -0.053  0.293  1.622
H  -1.525  2.223  1.885
H  -3.001  2.673  1.057
H  -2.743  1.029  1.666

Atomic forces in eV per Å
1.1 0.7 0.0
1.8 2.5 1.0
0.3 -3.2 -3.1
-2.8 0.3 1.1
1.5 0.2 -2.6
0.9 -0.6 3.2
1.9 1.6 0.8
-2.1 0.1 -2.5
0.6 3.0 3.1
0.3 0.8 -0.9
-0.6 1.4 -0.8
-0.6 0.8 -1.3
-0.6 -1.6 -0.5
0.2 -0.5 0.2
-0.8 0.5 0.5
-0.3 -0.5 0.0
-2.3 0.9 0.4
0.1 -0.6 1.6
-2.9 -2.4 -1.7
0.4 -0.4 -0.7
2.6 -0.3 0.2
0.2 -0.8 1.8
0.3 -0.9 -0.8
0.2 0.6 1.4
0.4 -0.1 -0.7
0.4 -0.7 0.0
-0.4 -0.6 0.3

Results
Multiplicity: 1
Charge: 0
SMILES: C=C(C)[C@@H](Br)[C@H]1CC=Cc2cscc21
Electronic energy, hartree: -3437.18263
Lowest unoccupied orbital energy, eV: 0.72
Gap between HOMO and LUMO, Ha: 0.338
Highest occupied orbital energy, eV: -8.4703

Löwdin atomic charges, in units of e: -0.317, -0.448, -0.280, -0.308, 0.028, -0.460, -0.074, -0.118, 0.015, -0.271, -0.518, -0.067, 0.985, 0.727, 0.082, 0.056, 0.032, 0.103, 0.054, 0.089, 0.167, 0.097, 0.091, 0.122, 0.064, 0.088, 0.060

DFT (ωB97M-V/def2-TZVPD) results for an isolated molecule of C12H13Cl4NO2 at a distorted geometry.

Geometry (Å):
Cl  1.716  -3.924  1.830
C  1.007  -2.360  1.928
C  1.327  -1.412  1.000
Cl  2.676  -1.580  -0.054
C  0.828  0.085  1.152
O  1.616  0.748  1.902
C  -0.562  0.074  1.900
O  -1.356  0.968  1.668
C  -0.706  -0.916  2.953
Cl  -1.914  -0.576  4.090
C  0.046  -2.078  2.976
Cl  -0.262  -3.246  4.176
C  -0.870  -1.242  -0.981
C  -0.211  0.076  -1.339
C  0.726  -0.084  -2.539
C  -1.269  1.159  -1.666
C  -0.815  2.474  -1.036
C  0.374  2.201  -0.131
N  0.635  0.689  -0.189
H  -1.477  -1.566  -1.843
H  -0.122  -2.022  -0.789
H  -1.543  -1.131  -0.115
H  0.160  -0.461  -3.400
H  1.168  0.880  -2.821
H  1.515  -0.809  -2.316
H  -1.349  1.268  -2.757
H  -2.256  0.860  -1.289
H  -0.531  3.211  -1.795
H  -1.618  2.916  -0.441
H  1.292  2.706  -0.466
H  0.180  2.446  0.909
H  1.596  0.645  -0.519

Atomic forces in eV per Å
0.1 -0.1 0.2
0.6 0.9 -1.5
-0.1 0.3 1.2
0.0 -0.3 0.0
-1.8 -2.6 2.3
1.0 0.9 0.1
0.8 0.7 -1.4
-0.1 -0.6 0.3
0.9 -1.5 0.3
-0.4 0.0 0.5
-1.7 1.7 -0.2
0.1 -0.1 0.1
-0.1 -0.3 0.1
-0.3 0.5 -0.2
0.0 -0.2 0.0
-0.1 -0.1 0.0
-0.1 0.5 0.0
0.2 -0.2 0.2
0.3 1.1 -2.0
0.2 0.2 0.3
-0.3 0.1 0.0
0.3 -0.1 -0.3
0.1 0.1 0.2
0.0 -0.1 0.0
-0.1 0.2 -0.1
-0.1 -0.2 0.3
0.3 0.1 0.0
-0.1 -0.2 0.1
0.1 -0.1 -0.1
-0.3 -0.2 0.2
0.2 0.0 -0.2
0.2 -0.2 -0.1

Results
Multiplicity: 1
Charge: 0
SMILES: CC1(C)CCC[N@H+]1[C@@]1([O-])C(=O)C(Cl)=C(Cl)C(Cl)=C1Cl
Electronic energy, hartree: -2510.99946
Lowest unoccupied orbital energy, eV: -0.78
Gap between HOMO and LUMO, Ha: 0.275
Highest occupied orbital energy, eV: -8.2551

Löwdin atomic charges, in units of e: 0.685, -0.707, -0.571, 0.774, -0.658, -0.026, -0.348, 0.075, -0.629, 0.757, -0.675, 0.726, -0.012, -0.448, -0.033, -0.113, -0.145, -0.070, 0.042, 0.108, 0.079, 0.100, 0.099, 0.102, 0.048, 0.119, 0.122, 0.112, 0.115, 0.136, 0.118, 0.117

DFT (ωB97M-V/def2-TZVPD) results for a structure of composition C12H13ClN2O2Sn at a distorted geometry.

Geometry (Å):
Cl  -1.741  2.190  -1.718
C  -0.537  -1.600  -1.454
C  0.775  -2.095  -1.714
C  1.462  -1.162  -2.529
H  1.138  -3.077  -1.437
C  0.579  -0.112  -2.855
C  -0.687  -0.360  -2.159
H  -1.638  0.121  -2.398
H  -1.386  -2.123  -1.028
H  2.462  -1.291  -2.944
C  0.813  0.919  -3.877
Sn  -0.044  0.999  -0.361
C  2.835  1.759  0.444
O  3.793  1.920  1.042
C  -2.391  1.845  0.710
O  -3.347  2.419  0.923
H  1.764  1.449  -3.728
H  -0.001  1.645  -3.976
H  0.943  0.424  -4.851
C  -0.242  1.568  3.050
C  -0.363  0.127  2.681
N  -0.450  -0.442  1.479
C  -0.560  -1.821  1.642
C  -0.531  -2.070  2.983
N  -0.423  -0.833  3.632
H  -1.115  1.842  3.669
H  0.653  1.675  3.685
H  -0.171  2.253  2.179
H  -0.677  -2.513  0.808
H  -0.548  -2.995  3.482
H  -0.363  -0.662  4.620

Atomic forces in eV per Å
0.5 1.5 -0.1
-0.5 0.5 -1.6
1.1 0.7 -1.1
-0.1 -1.9 0.9
0.1 0.2 0.2
0.1 0.2 -0.6
-0.3 -1.2 1.0
0.6 -0.7 -0.1
0.2 0.0 0.1
-0.3 0.1 0.2
-0.1 0.4 -0.1
-1.7 0.0 0.1
2.6 0.4 1.6
-2.5 -0.4 -1.6
-1.8 0.9 1.4
1.5 -1.0 -0.3
-0.1 -0.1 0.1
0.2 -0.2 0.1
0.0 -0.1 0.1
0.1 0.0 0.2
-0.1 -0.4 0.6
0.3 1.0 -0.8
0.1 0.0 0.8
0.1 1.3 -0.7
0.0 -0.6 -1.8
0.3 0.1 -0.4
-0.3 0.2 -0.3
0.0 -0.4 0.6
0.2 0.3 0.7
-0.1 -0.8 0.7
0.0 -0.1 0.2

Results
Multiplicity: 1
Charge: +2
Electronic energy, hartree: -1398.84333
Lowest unoccupied orbital energy (spin up / spin down), eV: -10.91 / -10.20
Gap between HOMO and LUMO (spin up / spin down), Ha: 0.198 / 0.225
Highest occupied orbital energy (spin up / spin down), eV: -16.3063 / -16.3287

Löwdin atomic charges, in units of e: 0.232, -0.076, 0.018, 0.011, 0.138, -0.293, -0.305, 0.050, 0.133, 0.149, 0.004, 1.234, -0.005, 0.107, -0.196, 0.135, 0.124, 0.083, 0.137, -0.007, -0.385, -0.054, -0.085, 0.001, 0.159, 0.118, 0.113, 0.052, 0.102, 0.124, 0.183

DFT (ωB97M-V/def2-TZVPD) results for a structure of composition C12H13N2O2SSbSe4V.

Geometry (Å):
V  -0.526  1.191  0.071
C  1.422  -1.367  0.861
C  0.021  -1.785  0.544
C  -0.287  -3.163  0.561
C  -1.558  -3.582  0.323
C  -2.580  -2.636  0.096
C  -3.927  -3.012  -0.095
C  -4.878  -2.047  -0.265
C  -4.522  -0.688  -0.243
C  -3.218  -0.283  -0.071
S  -2.809  1.423  -0.036
C  -2.219  -1.275  0.090
N  -0.907  -0.876  0.270
H  1.866  -2.079  1.555
H  1.462  -0.376  1.307
H  2.034  -1.347  -0.041
H  0.506  -3.864  0.778
H  -1.806  -4.637  0.331
H  -4.184  -4.064  -0.094
H  -5.915  -2.320  -0.406
H  -5.288  0.069  -0.359
N  3.536  2.323  -1.681
C  2.232  2.771  -2.217
C  1.162  2.019  -1.463
O  1.478  0.985  -0.832
O  -0.025  2.444  -1.449
H  3.751  2.919  -0.822
H  4.301  2.375  -2.347
H  3.447  1.373  -1.290
H  2.153  2.560  -3.282
H  2.114  3.837  -2.037
Se  2.713  3.115  4.914
Sb  2.577  2.618  2.609
Se  4.205  1.034  1.599
Se  3.548  4.207  0.968
Se  0.116  2.138  2.154

Atomic forces in eV per Å
0.0 0.0 0.1
0.0 0.0 0.0
0.0 0.0 0.0
0.0 0.0 0.0
0.0 0.0 0.0
0.0 0.0 0.0
0.0 0.0 0.0
0.0 0.0 0.0
0.0 0.0 0.0
0.0 0.0 0.0
0.0 0.0 0.0
0.0 0.0 0.0
0.0 0.0 0.0
0.0 0.0 0.0
0.0 0.0 0.0
0.0 0.0 0.0
0.0 0.0 0.0
0.0 0.0 0.0
0.0 0.0 0.0
0.0 0.0 0.0
0.0 0.0 0.0
0.1 0.1 0.1
0.0 0.0 0.0
-0.1 0.0 0.0
0.0 0.0 0.0
0.0 0.0 0.0
0.0 0.0 0.1
0.0 0.0 0.0
0.0 0.0 0.0
0.0 0.0 0.0
0.0 0.0 0.0
0.0 0.0 0.0
0.1 0.0 0.0
-0.1 0.1 -0.1
0.0 -0.1 -0.1
0.0 0.0 0.0

Results
Multiplicity: 4
Charge: 0
Electronic energy, hartree: -11913.37424
Lowest unoccupied orbital energy (spin up / spin down), eV: -1.22 / -1.81
Gap between HOMO and LUMO (spin up / spin down), Ha: 0.232 / 0.210
Highest occupied orbital energy (spin up / spin down), eV: -7.5244 / -7.5333

Löwdin atomic charges, in units of e: 0.403, -0.055, -0.268, -0.004, 0.019, -0.155, -0.036, -0.067, -0.097, -0.586, 0.671, -0.210, 0.032, 0.095, -0.006, 0.089, 0.119, 0.126, 0.114, 0.109, 0.106, 0.113, -0.056, -0.632, -0.095, -0.072, -0.073, 0.163, 0.098, 0.145, 0.133, -0.116, -0.249, 0.025, 0.039, 0.180